Record 1
# C8H12N4

A cluster of 4 separate species, C8H12N4 in total (ωB97M-V/def2-TZVPD, the Open Molecules 2025 dataset).

The value obtained for the HOMO energy is -0.4153 hartree. The electronic energy comes out at -531.01154 a.u. Its SMILES is CC#N.CC#N.CC#N.CC#N.

XYZ file:
```
24
Properties=species:S:1:pos:R:3:forces:R:3:nbo_charge:R:1
C 2.94408 -2.66537 -1.07944 0.0 0.1 0.4 -0.719
C 1.54743 -3.03773 -1.28550 0.3 0.0 0.1 0.284
N 0.45760 -3.33380 -1.47785 -0.2 0.0 0.0 -0.325
H 3.53071 -3.48879 -0.67418 -0.1 -0.2 -0.3 0.257
H 3.02359 -1.88630 -0.32068 -0.1 0.2 -0.2 0.243
H 3.36246 -2.32022 -2.02058 0.1 0.0 0.0 0.260
C -1.28346 3.09376 -1.58637 -0.1 0.2 0.6 -0.720
C -2.40474 3.15940 -0.64235 0.2 -0.1 -0.3 0.286
N -3.28601 3.23023 0.08727 -0.1 0.0 0.1 -0.336
H -1.08522 2.06577 -1.87647 -0.1 0.0 -0.2 0.251
H -0.39836 3.44176 -1.05742 0.1 0.1 -0.2 0.270
H -1.51375 3.73607 -2.43169 0.1 -0.1 -0.2 0.248
C 2.06708 -0.05380 1.98975 0.0 0.4 -0.1 -0.722
C 1.35358 0.92242 1.16429 0.4 -0.3 0.1 0.311
N 0.81793 1.65179 0.46338 -0.2 0.2 -0.1 -0.358
H 1.71730 -1.04203 1.70044 0.0 -0.1 0.3 0.254
H 1.90087 0.16304 3.04282 -0.2 -0.2 0.0 0.265
H 3.14061 0.01835 1.82022 0.0 0.0 -0.2 0.253
C -2.33133 -0.66140 0.31493 -0.6 0.7 -0.1 -0.727
C -3.22998 -0.58073 1.46916 0.2 -0.2 -0.3 0.290
N -3.92377 -0.49015 2.37610 -0.1 0.0 0.2 -0.334
H -2.90871 -0.60380 -0.60944 -0.1 -0.2 0.1 0.254
H -1.75279 -1.57804 0.31428 0.2 0.1 0.1 0.256
H -1.74513 0.25956 0.31935 0.4 -0.3 0.1 0.259
```
Forces are in eV/Å.

***

Record 2
# C8H12N4O2

The molecule C8H12N4O2 (ωB97M-V/def2-TZVPD, the Open Molecules 2025 dataset).

The value obtained for the HOMO energy is -0.3005 hartree. The electronic energy comes out at -681.42978 a.u. Its SMILES is CC1(C)N(N)CC(=O)c2cc(=O)[nH]n21.

XYZ file:
```
26
Properties=species:S:1:pos:R:3:forces:R:3:nbo_charge:R:1
C 0.05369 -2.61051 1.44092 1.0 2.5 -0.6 -0.398
C 0.17492 -1.23881 1.20412 0.1 0.1 3.1 0.104
C 0.55944 -0.13960 2.16822 0.1 -0.1 -0.4 0.569
C -0.39506 -3.12247 0.19689 -0.5 -0.2 -1.6 0.584
C 0.76102 1.22605 1.45174 1.3 -0.2 1.9 -0.335
C -0.20114 0.40756 -0.62162 -0.3 0.1 -0.2 0.290
C -1.51558 0.52858 -1.33091 -2.6 -0.5 -0.5 -0.628
C 1.05640 0.38975 -1.55008 1.0 1.9 1.4 -0.677
N -0.65530 -1.98502 -0.58723 -0.6 0.1 -1.4 -0.428
N -0.31724 -0.84340 0.05704 0.2 -0.6 -0.1 -0.194
N -0.21077 1.50429 0.44397 0.1 -1.4 -0.5 -0.289
N 0.01070 2.74622 -0.19135 -2.6 0.0 -1.5 -0.698
O 0.78666 -0.32933 3.34019 -0.1 0.3 -0.8 -0.493
O -0.59822 -4.18629 -0.34767 0.0 -1.4 0.5 -0.650
H 0.62564 -2.97074 2.25293 -0.2 -1.1 0.7 0.249
H 0.76441 2.02784 2.28632 0.2 -1.2 -1.6 0.244
H 1.77857 1.03622 0.97523 -0.5 0.8 0.7 0.191
H -1.64080 -0.21586 -2.20281 0.3 1.6 1.1 0.212
H -1.53794 1.56952 -1.59556 -0.4 0.3 -1.2 0.228
H -2.48431 0.38445 -0.66120 2.4 0.1 -0.9 0.241
H 0.98740 -0.15173 -2.51396 -0.3 0.6 0.6 0.241
H 1.87811 -0.06492 -0.94589 -0.5 0.0 -0.6 0.217
H 1.37932 1.50331 -1.62488 -0.7 -1.9 -0.6 0.251
H -0.97542 -2.01951 -1.57410 0.5 0.0 1.4 0.425
H 0.65295 3.38935 0.19724 0.8 0.2 0.9 0.375
H -0.93745 3.16503 -0.26754 1.3 0.1 0.2 0.370
```
Forces are in eV/Å.

***

Record 3
# C8H12N5

The ion C8H12N5 with charge +1 (ωB97M-V/def2-TZVPD, the Open Molecules 2025 dataset).

The value obtained for the HOMO energy is -0.4912 hartree. The electronic energy comes out at -585.50919 a.u. The net charge is +1. Its SMILES is C[C@@H]1N=CCN1C(=[NH2+])n1ccnc1.

XYZ file:
```
25
Properties=species:S:1:pos:R:3:forces:R:3:nbo_charge:R:1
C 3.74183 -0.18260 -0.22606 -0.2 0.4 0.2 -0.044
C 2.68607 0.66645 -0.39006 1.0 1.6 -1.6 -0.131
C 2.02243 -1.09918 0.72585 -2.3 -3.3 1.6 0.217
C -3.26973 0.28652 0.32102 2.2 0.0 -0.4 0.117
C 0.37003 0.77746 0.20204 -3.7 -2.0 0.7 0.736
C -2.00734 1.21119 0.27930 -0.8 -0.1 0.2 -0.307
C -1.53497 -1.09496 0.11331 2.1 -3.9 0.9 0.074
C -1.04721 -1.95856 -1.12112 -0.9 0.2 0.4 -0.622
N 3.26619 -1.30022 0.47696 0.3 0.4 0.2 -0.394
N -2.89973 -0.92619 0.21582 -3.0 1.1 -0.5 -0.343
N 1.52492 0.07306 0.17983 2.0 0.3 -1.0 -0.439
N -0.94345 0.21382 0.12125 3.9 4.2 0.2 -0.371
N 0.52805 2.07857 0.37335 -3.0 1.6 -0.3 -0.736
H 4.83811 -0.03514 -0.51243 -2.0 -0.4 0.4 0.263
H 2.65260 1.63748 -0.99176 -0.1 -1.7 1.1 0.241
H 1.32456 -1.86418 1.34659 1.8 2.1 -1.7 0.236
H -4.29382 0.65019 0.38626 0.2 -0.2 0.1 0.236
H -2.01498 1.96843 -0.53317 -0.1 -0.5 0.4 0.225
H -1.78216 1.67839 1.23992 -0.7 0.5 0.1 0.214
H -1.37205 -1.68727 1.07434 0.8 0.8 -0.9 0.223
H -0.14853 -1.39724 -1.51450 -1.0 -1.1 0.0 0.216
H -1.95798 -1.93998 -1.82632 1.8 -0.2 0.7 0.253
H -0.79864 -3.03053 -0.79611 -0.4 1.7 -0.7 0.250
H 1.40810 2.53154 0.47451 0.7 -0.2 0.1 0.445
H -0.29229 2.74294 0.38116 1.4 -1.3 -0.2 0.442
```
Forces are in eV/Å.

***

For each record above, in turn, the calculated HOMO-LUMO gap values are 11.4 8.2 9.3 eV.
For each record above, in turn, the calculated relative energy (zero: lowest compared OMol25 entry of this formula, charge and spin) values are 45.93 56.32 43.98 kcal/mol.
For each record above, in turn, the calculated LUMO energy values are 0.1 0.1 -4.0 eV.